(1)
This record from the Open Molecules 2025 dataset describes C4H6N2O in the gas phase. The level of theory is ωB97M-V/def2-TZVPD.

Atoms and positions in Å:
N: -1.828 0.990 -0.454
C: -0.551 0.492 -0.305
C: 0.586 1.112 0.258
C: 1.621 0.190 0.200
N: 1.192 -0.906 -0.464
C: -0.189 -0.827 -0.619
O: -0.779 -1.883 0.092
H: -2.537 0.285 -0.606
H: -2.111 1.735 0.163
H: 0.620 2.066 0.767
H: 2.644 0.274 0.531
H: 1.638 -1.808 -0.506
H: -0.306 -1.720 0.944

Atomic forces in eV per Å
N -0.02 -0.10 0.26
C 0.10 -0.10 0.09
C 0.07 0.09 -0.01
C 0.27 0.30 -0.31
N 0.05 -0.01 0.56
C 0.14 0.25 -0.07
O -0.09 -0.11 0.08
H 0.08 0.10 0.06
H 0.05 -0.10 -0.01
H 0.10 0.05 -0.29
H 0.06 0.21 -0.20
H 0.13 0.19 0.14
H -0.95 -0.77 -0.30

HOMO energy: -7.3 eV
max |F|: 1.26 eV/A
2S+1: 1
energy relative to the best compared isomer or geometry (same formula, charge and spin): 56.5 kcal per mole
charge: 0
E_tot: -9271.0496 eV



(2)
This record from the Open Molecules 2025 dataset describes a molecular structure, C33H46MoN10. The level of theory is ωB97M-V/def2-TZVPD.

Atoms and positions in Å:
Mo: -0.093 0.228 -0.092
C: 0.026 -2.421 1.095
N: 0.086 -1.947 2.450
C: 0.013 -2.887 3.570
C: 0.192 -1.966 4.775
N: 0.063 -0.613 4.200
C: 0.273 0.511 5.116
C: 0.007 -0.664 2.860
N: -0.127 0.335 1.978
C: -0.203 1.741 2.425
C: -0.837 2.620 1.364
N: -0.312 2.287 0.034
C: -0.324 3.170 -0.970
N: 0.093 2.820 -2.219
C: 0.138 1.480 -2.732
C: -0.169 3.892 -3.184
C: -0.415 5.086 -2.274
N: -0.694 4.459 -0.970
C: -0.995 5.376 0.130
H: 0.579 -3.357 1.015
H: 0.590 -1.758 0.410
H: -0.988 -2.571 0.722
H: 0.798 -3.637 3.491
H: -0.953 -3.397 3.579
H: 1.174 -2.066 5.238
H: -0.566 -2.123 5.540
H: 0.747 0.109 6.008
H: -0.667 0.972 5.418
H: 0.939 1.260 4.700
H: 0.807 2.113 2.625
H: -0.783 1.848 3.339
H: -0.620 3.643 1.652
H: -1.921 2.494 1.376
H: 0.521 0.779 -1.967
H: 0.894 1.406 -3.515
H: -0.820 1.116 -3.110
H: -1.042 3.648 -3.795
H: 0.688 4.033 -3.839
H: -1.271 5.682 -2.584
H: 0.454 5.739 -2.191
H: -1.310 6.313 -0.323
H: -0.120 5.578 0.749
H: -1.821 5.021 0.739
N: 7.387 0.286 1.258
C: 8.709 0.341 0.794
C: 9.921 0.268 1.403
C: 11.046 0.375 0.533
C: 10.938 0.540 -0.869
C: 9.715 0.610 -1.468
C: 8.559 0.507 -0.618
N: 7.275 0.547 -0.966
C: 6.592 0.410 0.188
C: 5.112 0.397 0.199
C: 4.456 0.489 -1.022
C: 3.074 0.458 -1.035
N: 2.323 0.348 0.073
C: 2.968 0.271 1.245
C: 4.350 0.290 1.355
H: 7.104 0.160 2.218
H: 10.066 0.132 2.466
H: 12.033 0.324 0.977
H: 11.845 0.611 -1.452
H: 9.585 0.741 -2.533
H: 5.009 0.573 -1.947
H: 2.556 0.507 -1.981
H: 2.353 0.189 2.129
H: 4.785 0.222 2.343
C: -6.323 -0.397 0.718
N: -5.169 0.361 1.313
C: -4.350 -0.523 2.194
C: -4.316 1.113 0.294
C: -3.557 0.221 -0.647
C: -4.253 -0.345 -1.713
C: -3.663 -1.231 -2.617
C: -2.328 -1.550 -2.478
C: -1.654 -0.930 -1.426
C: -2.176 -0.050 -0.509
H: -6.934 -0.766 1.537
H: -5.927 -1.225 0.139
H: -6.898 0.281 0.092
H: -5.580 1.086 1.903
H: -3.910 -1.296 1.569
H: -5.003 -0.963 2.943
H: -3.573 0.077 2.662
H: -3.641 1.718 0.892
H: -5.013 1.768 -0.228
H: -5.295 -0.086 -1.864
H: -4.250 -1.655 -3.420
H: -1.836 -2.235 -3.156
H: -0.553 -1.173 -1.406

Atomic forces in eV per Å
Mo -0.58 0.57 0.54
C -0.05 0.17 -0.14
N 0.16 -0.04 -0.01
C 0.00 0.00 0.00
C -0.02 0.04 -0.02
N -0.04 0.01 -0.02
C 0.00 -0.05 -0.01
C 0.01 0.08 0.08
N -0.06 0.02 -0.19
C 0.03 -0.08 0.07
C 0.00 0.07 -0.05
N 0.01 -0.21 0.02
C 0.06 0.14 -0.01
N 0.07 -0.04 0.05
C 0.06 -0.09 0.27
C 0.06 0.03 -0.02
C -0.06 -0.02 0.01
N -0.05 -0.02 0.04
C 0.00 -0.01 -0.04
H -0.06 -0.04 0.04
H 0.26 -0.03 -0.10
H -0.02 -0.04 0.04
H -0.01 -0.01 0.01
H -0.01 0.00 -0.01
H 0.01 -0.02 -0.01
H 0.01 -0.01 0.01
H 0.00 0.02 0.01
H 0.00 0.00 0.00
H 0.01 0.01 -0.01
H 0.00 0.01 -0.01
H -0.03 0.00 -0.01
H 0.01 0.00 0.00
H -0.02 -0.01 0.00
H 0.24 -0.16 -0.20
H -0.08 0.07 -0.09
H -0.02 0.03 0.01
H -0.02 -0.01 0.03
H -0.02 0.00 -0.03
H 0.02 0.02 -0.02
H 0.02 -0.03 0.01
H 0.01 0.02 0.02
H 0.00 0.00 -0.01
H -0.01 0.01 -0.01
N 0.28 -0.02 0.05
C -0.41 -0.01 0.11
C 0.15 0.00 -0.20
C -0.06 -0.02 0.03
C 0.05 -0.01 0.12
C -0.11 0.00 0.09
C 0.22 0.05 -0.21
N -0.04 -0.02 0.22
C -0.30 0.02 -0.18
C 0.47 0.00 0.00
C -0.21 0.00 0.00
C 0.12 -0.04 0.00
N -0.17 -0.04 -0.07
C 0.15 0.02 -0.06
C -0.23 -0.01 0.03
H 0.02 0.01 0.00
H -0.03 0.02 0.01
H 0.01 0.00 -0.02
H -0.01 0.01 -0.01
H 0.03 -0.01 0.00
H 0.03 0.00 0.02
H 0.00 0.00 0.00
H 0.00 0.00 0.02
H 0.03 0.00 -0.01
C 0.19 0.11 0.09
N 0.00 -0.04 -0.04
C -0.10 0.10 -0.13
C -0.10 -0.03 0.15
C 0.15 -0.02 0.08
C -0.02 -0.07 -0.08
C -0.09 0.03 0.02
C -0.02 0.10 0.10
C 0.07 -0.26 -0.25
C -0.01 0.10 0.02
H -0.05 -0.02 -0.03
H -0.06 -0.02 0.00
H -0.04 -0.04 -0.01
H -0.01 -0.01 0.03
H 0.02 -0.03 0.04
H 0.03 -0.02 0.03
H 0.02 -0.04 0.02
H 0.01 0.04 -0.02
H 0.04 0.00 -0.06
H 0.02 0.01 -0.01
H 0.00 0.01 0.00
H 0.01 0.00 0.01
H 0.06 -0.26 -0.14

HOMO energy (alpha / beta): -17.3 / -17.4 eV
max |F|: 0.97 eV/A
2S+1: 3
energy relative to the best compared isomer or geometry (same formula, charge and spin): 0.0 kcal per mole
charge: +4
E_tot: -51686.8013 eV